Record 1
Computed, not measured: a single C6H9N molecule at a distorted geometry, with ωB97M-V/def2-TZVPD.

Each line ends with the natural charge from an NBO analysis.
Cartesian coordinates (Å):
C -1.618 -0.969 -0.696  -0.627
C -0.189 -0.542 -0.475  -0.074
C 0.807 -0.434 -1.491  -0.308
C 1.859 0.263 -0.966  -0.058
N 1.511 0.667 0.299  -0.519
C 0.255 0.173 0.616  0.110
C -0.515 0.800 1.742  -0.641
H -1.706 -2.049 -0.555  0.215
H -2.296 -0.448 -0.020  0.208
H -1.886 -0.719 -1.723  0.215
H 0.820 -0.952 -2.436  0.216
H 2.871 0.345 -1.319  0.206
H 2.240 0.881 0.964  0.403
H -0.106 1.799 1.918  0.219
H -0.494 0.244 2.681  0.216
H -1.553 0.940 1.462  0.220

Properties
Energy   -288.76784 a.u.
Relative energy (zero: lowest compared OMol25 entry of this formula, charge and spin)   8.91 kcal/mol
SMILES   Cc1cc[nH]c1C
Gap between HOMO and LUMO   9.015 eV
Maximum force   1.321 eV/Å



Record 2
Computed, not measured: a single C6H9N molecule, with ωB97M-V/def2-TZVPD.

Each line ends with the natural charge from an NBO analysis.
Cartesian coordinates (Å):
C -1.620 1.634 1.027  -0.497
C -0.853 0.593 0.827  0.118
C 0.012 -0.350 0.513  -0.118
C 0.061 -1.706 1.187  -0.621
C 1.053 0.072 -0.473  -0.099
C 0.568 0.741 -1.705  -0.242
N 1.260 -0.540 -1.780  -0.586
H -1.348 2.407 1.743  0.220
H -2.533 1.798 0.457  0.220
H -0.025 -2.536 0.473  0.215
H -0.756 -1.800 1.908  0.224
H 1.002 -1.848 1.732  0.219
H 1.975 0.457 -0.027  0.203
H 1.073 1.641 -2.054  0.195
H -0.512 0.756 -1.839  0.194
H 0.643 -1.320 -1.990  0.355

Properties
Energy   -288.67007 a.u.
Relative energy (zero: lowest compared OMol25 entry of this formula, charge and spin)   70.26 kcal/mol
SMILES   C=C=C(C)[C@@H]1CN1
Gap between HOMO and LUMO   10.211 eV
Maximum force   0.775 eV/Å



Record 3
Computed, not measured: a single C6H9N molecule, with ωB97M-V/def2-TZVPD.

Each line ends with the natural charge from an NBO analysis.
Cartesian coordinates (Å):
C -1.270 1.768 2.550  -0.680
C -1.026 1.115 1.257  -0.003
C -0.844 0.574 0.192  -0.026
C -0.612 -0.066 -1.119  -0.474
C 0.851 -0.442 -1.264  -0.060
C 1.317 -1.733 -0.709  -0.269
N 1.280 -1.508 -2.139  -0.598
H -1.180 1.062 3.381  0.232
H -2.276 2.197 2.593  0.233
H -0.562 2.583 2.736  0.232
H -0.972 0.610 -1.902  0.229
H -1.200 -0.985 -1.194  0.235
H 1.496 0.442 -1.254  0.196
H 0.665 -2.559 -0.458  0.199
H 2.170 -1.716 -0.052  0.194
H 2.164 -1.340 -2.618  0.360

Properties
Energy   -288.66895 a.u.
Relative energy (zero: lowest compared OMol25 entry of this formula, charge and spin)   70.96 kcal/mol
SMILES   CC#CC[C@H]1CN1
Gap between HOMO and LUMO   10.427 eV
Maximum force   0.971 eV/Å



Record 4
Computed, not measured: a single C6H9N molecule at a distorted geometry, with ωB97M-V/def2-TZVPD.

Each line ends with the natural charge from an NBO analysis.
Cartesian coordinates (Å):
C 1.619 1.255 0.625  -0.587
C 0.591 0.494 -0.220  -0.325
C -0.560 -0.095 0.620  -0.393
C -1.766 -0.454 -0.254  -0.585
C -1.786 -1.557 -1.214  -0.023
C 1.253 -0.582 -0.978  0.282
N 1.775 -1.448 -1.540  -0.320
H 2.419 1.658 -0.002  0.226
H 2.068 0.602 1.380  0.218
H 1.126 2.089 1.134  0.215
H -0.851 0.653 1.367  0.215
H -0.200 -0.977 1.163  0.217
H -2.545 -0.985 0.359  0.301
H -2.283 0.446 -0.613  0.218
H -1.022 -2.287 -0.868  0.098
H 0.164 1.186 -0.958  0.241

Properties
Energy   -288.62387 a.u.
Relative energy (zero: lowest compared OMol25 entry of this formula, charge and spin)   99.26 kcal/mol
Gap between HOMO and LUMO   8.751 eV
Maximum force   1.123 eV/Å